[1]
A 2-piece molecular cluster, F2H2N2O overall in a non-equilibrium geometry, computed with the ωB97M-V functional and the def2-TZVPD basis.

```
! wB97M-V def2-TZVPD RIJCOSX def2/J DEFGRID3
* xyz 0 3
N 0.352 -1.588 -0.794
N -0.026 1.572 0.388
O 0.557 0.551 0.605
F -0.697 -2.273 -0.248
F -1.463 1.709 0.896
H 1.083 -1.963 -0.334
H 0.194 1.993 -0.513
*
```

Values from the calculation:
**Gap between HOMO and LUMO (spin up / spin down)**: 10.367 / 10.607 eV
**Energy relative to the best compared isomer or geometry (same formula, charge and spin)**: 0.00 kJ/mol
**Energy**: -10486.959 eV


[2]
C9H22N6Ru as an isolated structure in a non-equilibrium geometry, computed with the ωB97M-V functional and the def2-TZVPD basis.

```
! wB97M-V def2-TZVPD RIJCOSX def2/J DEFGRID3
* xyz 3 2
Ru 0.534 -0.142 -0.069
N 0.008 -0.870 1.845
C -1.462 -1.082 2.024
C -2.127 -0.062 1.146
N -1.612 -0.213 -0.249
C -2.022 0.955 -1.090
C -1.097 1.042 -2.274
N 0.286 1.099 -1.722
C -2.022 -1.510 -0.905
C -0.922 -2.530 -0.791
N 0.346 -1.835 -1.173
H 0.521 -1.713 2.111
H 0.324 -0.151 2.500
H -1.754 -0.967 3.068
H -1.717 -2.098 1.746
H -1.863 0.944 1.480
H -3.217 -0.133 1.172
H -1.942 1.856 -0.479
H -3.069 0.868 -1.392
H -1.314 1.913 -2.892
H -1.168 0.173 -2.925
H 0.511 2.049 -1.423
H 0.962 0.885 -2.460
H -2.232 -1.299 -1.952
H -2.955 -1.900 -0.490
H -1.129 -3.403 -1.414
H -0.775 -2.905 0.216
H 0.343 -1.628 -2.171
H 1.125 -2.476 -1.011
N 3.633 0.620 0.593
C 4.247 1.658 1.166
C 3.278 2.586 1.509
C 2.085 2.023 1.094
N 2.298 0.807 0.533
H 4.062 -0.219 0.228
H 5.319 1.677 1.295
H 3.430 3.540 1.985
H 1.088 2.441 1.171
*
```

Values from the calculation:
**Gap between HOMO and LUMO (spin up / spin down)**: 7.750 / 7.124 eV
**Energy**: -21184.547 eV


[3]
C22H20BrCl4N4O4PY as an isolated structure in a non-equilibrium geometry, computed with the ωB97M-V functional and the def2-TZVPD basis.

```
! wB97M-V def2-TZVPD RIJCOSX def2/J DEFGRID3
* xyz 1 1
Y 0.189 0.870 -0.639
Cl 6.325 1.610 3.242
C 5.070 1.215 2.113
C 5.392 0.975 0.769
C 4.425 0.662 -0.156
C 3.085 0.610 0.215
O 2.144 0.340 -0.685
C 2.768 0.811 1.576
C 1.458 0.694 2.111
O 0.401 0.438 1.471
C 3.781 1.122 2.510
H 6.433 1.028 0.468
H 4.679 0.472 -1.193
H 1.365 0.801 3.188
H 3.518 1.287 3.552
Cl -2.411 0.396 -2.253
C -3.569 1.444 -1.447
Cl -3.512 4.639 -1.859
Cl -4.954 1.809 -2.335
C -3.254 1.914 -0.260
N -1.987 1.564 0.386
Br -3.362 7.348 0.729
C -2.728 5.603 0.504
C -3.724 4.594 -0.069
C -3.460 3.215 0.574
C -1.989 2.979 0.797
C -1.054 3.869 0.582
C -1.462 5.289 0.733
C 0.230 3.319 0.004
O 1.243 3.122 0.653
O 0.062 2.826 -1.202
H -4.741 4.915 0.095
H -4.087 3.070 1.461
H -2.164 0.983 1.197
H -0.739 6.043 1.026
C 0.816 -4.570 0.256
N -0.549 -4.119 0.584
C -1.474 -4.670 -0.421
N -1.118 -4.322 -1.803
C 0.262 -4.764 -2.057
N 1.243 -4.224 -1.104
C 1.408 -2.776 -1.260
P -0.187 -1.851 -0.968
C -0.638 -2.659 0.661
C -1.288 -2.884 -2.055
H 0.845 -5.653 0.357
H 1.518 -4.141 0.970
H -2.483 -4.320 -0.205
H -1.463 -5.754 -0.330
H 0.548 -4.477 -3.067
H 0.286 -5.850 -1.992
H 1.767 -2.545 -2.257
H 2.152 -2.399 -0.563
H -1.648 -2.361 0.930
H 0.026 -2.281 1.432
H -1.072 -2.657 -3.096
H -2.318 -2.597 -1.872
*
```

Values from the calculation:
**Gap between HOMO and LUMO**: 7.492 eV
**Energy relative to the best compared isomer or geometry (same formula, charge and spin)**: 314.90 kJ/mol
**Energy**: -167748.240 eV


[4]
C48H35IrN7 as an isolated structure in a non-equilibrium geometry, computed with the ωB97M-V functional and the def2-TZVPD basis.

```
! wB97M-V def2-TZVPD RIJCOSX def2/J DEFGRID3
* xyz 1 1
Ir -0.376 -0.187 0.059
C 0.415 -0.490 -7.523
C 0.785 0.733 -6.983
C 0.768 0.925 -5.610
C 0.378 -0.100 -4.751
C 0.021 -1.330 -5.307
C 0.036 -1.525 -6.680
C 0.315 0.055 -3.271
C -0.423 1.093 -2.704
C -1.051 2.181 -3.415
C -1.628 2.983 -2.496
C -1.410 2.386 -1.200
C -1.978 2.842 -0.012
C -2.756 4.112 -0.044
C -2.165 5.317 -0.414
C -2.894 6.498 -0.393
C -4.228 6.488 -0.013
C -4.835 5.287 0.331
C -4.103 4.110 0.316
C -1.942 2.146 1.204
N -1.508 0.865 1.372
C -1.779 0.497 2.660
C -1.534 -0.758 3.225
C -2.119 -1.027 4.567
C -3.494 -0.908 4.767
C -4.052 -1.168 6.009
C -3.240 -1.536 7.073
C -1.869 -1.642 6.888
C -1.313 -1.396 5.642
C -0.742 -1.747 2.632
C -0.448 -3.044 3.181
C 0.512 -3.599 2.403
C 0.796 -2.667 1.344
N -0.020 -1.588 1.483
C 1.767 -2.858 0.344
C 1.756 -2.173 -0.869
C 2.609 -2.411 -2.001
C 2.137 -1.660 -3.026
C 1.025 -0.901 -2.521
N 0.833 -1.216 -1.213
C 2.831 -3.854 0.626
C 3.527 -3.768 1.834
C 4.531 -4.670 2.147
C 4.865 -5.678 1.253
C 4.181 -5.775 0.050
C 3.174 -4.874 -0.259
C -2.350 1.621 3.351
C -2.439 2.636 2.461
N -0.668 1.249 -1.365
H 0.430 -0.639 -8.595
H 1.099 1.538 -7.634
H 1.102 1.870 -5.197
H -0.282 -2.139 -4.651
H -0.247 -2.485 -7.091
H -1.045 2.313 -4.483
H -2.181 3.891 -2.667
H -1.119 5.335 -0.697
H -2.417 7.430 -0.664
H -4.794 7.410 0.016
H -5.879 5.265 0.614
H -4.580 3.170 0.570
H -4.128 -0.631 3.934
H -5.122 -1.083 6.147
H -3.674 -1.736 8.044
H -1.230 -1.911 7.719
H -0.240 -1.456 5.507
H -0.929 -3.476 4.042
H 0.960 -4.573 2.506
H 3.467 -3.061 -2.025
H 2.528 -1.605 -4.029
H 3.293 -2.965 2.524
H 5.055 -4.579 3.090
H 5.648 -6.384 1.496
H 4.427 -6.564 -0.649
H 2.612 -5.006 -1.176
H -2.621 1.640 4.393
H -2.792 3.636 2.650
C 3.817 3.171 0.143
N 3.426 1.805 -0.203
C 4.247 1.053 -1.153
C 2.327 1.288 0.254
N 1.366 0.823 0.705
H 4.824 3.163 0.559
H 3.132 3.573 0.884
H 3.799 3.805 -0.744
H 5.279 1.032 -0.803
H 4.211 1.527 -2.135
H 3.878 0.033 -1.235
N -2.575 -1.353 -1.726
C -1.976 -1.097 -0.775
H -2.998 -1.503 -2.619
*
```

Values from the calculation:
**Gap between HOMO and LUMO**: 5.713 eV
**Energy**: -63610.480 eV


[5]
A 2-piece molecular cluster, C28H32F4O3 overall in a non-equilibrium geometry, computed with the ωB97M-V functional and the def2-TZVPD basis.

```
! wB97M-V def2-TZVPD RIJCOSX def2/J DEFGRID3
* xyz 0 1
C 3.677 -2.283 -0.160
C 2.689 -1.141 -0.128
O 1.671 -1.420 0.856
C 0.565 -0.632 0.835
C -0.202 -0.780 2.052
C -1.491 -0.173 2.206
O -2.290 -0.628 3.057
C -1.941 0.991 1.362
C -2.773 0.497 0.162
C -4.026 -0.370 0.475
C -4.044 -1.812 -0.066
C -4.042 -2.973 0.946
C -3.067 -4.093 0.550
C -1.603 -3.712 0.790
C -1.248 -3.727 2.281
C 0.169 -3.268 2.628
C 0.256 -1.801 3.073
O 0.313 0.067 -0.151
H 4.367 -2.114 -0.989
H 4.265 -2.301 0.761
H 3.193 -3.253 -0.306
H 3.205 -0.227 0.200
H 2.199 -0.997 -1.096
H -2.544 1.653 1.996
H -1.067 1.529 0.985
H -3.114 1.394 -0.380
H -2.087 -0.035 -0.510
H -4.229 -0.348 1.553
H -4.859 0.145 -0.030
H -4.984 -1.908 -0.628
H -3.242 -1.941 -0.805
H -3.835 -2.617 1.963
H -5.051 -3.408 0.963
H -3.299 -4.994 1.131
H -3.200 -4.330 -0.513
H -0.940 -4.406 0.253
H -1.390 -2.722 0.354
H -1.980 -3.124 2.836
H -1.356 -4.765 2.637
H 0.533 -3.870 3.474
H 0.845 -3.439 1.783
H 1.293 -1.568 3.345
H -0.380 -1.670 3.962
F 2.167 4.647 -5.446
C 2.439 3.471 -4.776
C 3.116 2.473 -5.476
C 3.427 1.345 -4.712
F 4.176 0.369 -5.348
C 3.104 1.184 -3.374
C 2.380 2.211 -2.676
C 2.013 2.050 -1.301
C 1.446 3.055 -0.466
C 1.787 3.124 0.920
C 1.353 4.184 1.690
F 1.794 4.283 2.989
C 0.498 5.184 1.236
C 0.091 5.053 -0.088
F -0.749 6.009 -0.609
C 0.502 4.027 -0.929
C 2.089 3.388 -3.436
H 3.483 2.632 -6.483
H 3.394 0.281 -2.836
H 2.257 1.084 -0.857
H 2.390 2.319 1.345
H 0.241 6.052 1.827
H 0.061 3.915 -1.919
H 1.583 4.233 -2.984
*
```

Values from the calculation:
**Gap between HOMO and LUMO**: 2.893 eV
**Energy relative to the best compared isomer or geometry (same formula, charge and spin)**: 0.00 kJ/mol
**Energy**: -46563.831 eV


[6]
A 11-piece molecular cluster, C33H75F4O40P7 overall in a non-equilibrium geometry, computed with the ωB97M-V functional and the def2-TZVPD basis.

```
! wB97M-V def2-TZVPD RIJCOSX def2/J DEFGRID3
* xyz 0 1
O 3.316 2.536 -2.649
C 3.899 2.494 -1.519
O 3.414 1.872 -0.528
C 3.902 2.278 0.691
C 5.160 2.953 0.279
F 6.181 2.136 0.496
O 4.982 3.146 -1.147
H 3.174 2.963 1.125
H 4.040 1.510 1.452
H 5.229 3.914 0.788
O 1.892 -6.300 4.851
C 2.114 -5.223 4.266
O 3.326 -4.929 3.772
C 3.294 -3.705 3.096
C 2.053 -3.040 3.654
F 1.399 -2.486 2.616
O 1.296 -4.121 4.177
H 4.195 -3.133 3.319
H 3.188 -3.955 2.041
H 2.321 -2.307 4.415
O -2.334 -0.864 -0.237
C -1.221 -0.433 -0.086
O -0.733 0.644 -0.660
C 0.701 0.647 -0.686
C 0.980 -0.346 0.456
F 1.151 0.267 1.564
O -0.192 -1.085 0.540
H 1.218 0.260 -1.564
H 1.131 1.638 -0.542
H 1.858 -0.962 0.258
O 4.411 -1.540 -0.940
C 4.731 -2.713 -1.067
O 4.929 -3.455 -2.198
C 5.124 -4.812 -1.895
C 4.945 -4.791 -0.383
F 5.993 -5.420 0.206
O 5.014 -3.445 -0.037
H 4.311 -5.403 -2.316
H 6.029 -5.374 -2.125
H 4.032 -5.366 -0.225
C -1.766 -4.271 1.284
O -0.338 -4.307 1.356
P 0.491 -5.476 0.479
O 1.948 -5.541 0.780
O -0.373 -6.810 0.904
C -0.352 -7.265 2.262
O 0.162 -5.238 -1.030
C 0.601 -4.041 -1.691
H -2.144 -3.286 1.013
H -1.966 -4.505 2.330
H -2.179 -5.054 0.649
H -1.388 -7.344 2.593
H 0.105 -6.463 2.842
H 0.095 -8.247 2.412
H 1.126 -4.370 -2.588
H 1.334 -3.496 -1.096
H -0.155 -3.280 -1.883
C -0.647 7.738 1.476
O 0.529 7.050 1.199
P 0.649 6.257 -0.168
O -0.231 6.618 -1.287
O 0.714 4.660 0.161
C -0.284 4.112 0.996
O 2.205 6.521 -0.552
C 3.254 6.066 0.221
H -0.457 8.766 1.782
H -1.208 7.226 2.258
H -1.336 7.836 0.637
H -0.301 3.027 0.896
H -1.253 4.579 0.819
H -0.126 4.500 2.002
H 2.785 5.537 1.051
H 3.861 6.941 0.456
H 3.856 5.411 -0.407
C -1.095 0.284 -7.394
O -0.699 -0.952 -6.763
P -0.729 -1.022 -5.111
O -0.184 0.123 -4.421
O 0.064 -2.406 -4.823
C -0.533 -3.613 -5.243
O -2.254 -1.524 -4.857
C -2.762 -1.660 -3.531
H -1.864 0.073 -8.137
H -0.273 0.795 -7.895
H -1.673 1.006 -6.818
H -1.250 -3.547 -6.061
H -1.029 -4.114 -4.412
H 0.265 -4.233 -5.652
H -2.024 -1.187 -2.882
H -2.959 -2.707 -3.301
H -3.777 -1.327 -3.314
C -3.097 3.013 6.518
O -2.051 4.007 6.555
P -0.991 4.154 5.311
O -1.229 5.090 4.186
O 0.335 4.567 6.016
C 0.909 3.630 6.922
O -0.619 2.651 4.893
C 0.279 2.305 3.833
H -3.967 3.619 6.771
H -2.934 2.228 7.256
H -3.270 2.511 5.566
H 1.766 3.199 6.403
H 0.213 2.817 7.128
H 1.272 4.085 7.844
H 0.918 1.524 4.245
H 0.863 3.185 3.563
H -0.185 1.740 3.025
C -4.695 -1.693 1.675
O -5.488 -0.901 2.561
P -5.128 -0.252 4.020
O -3.823 0.525 4.002
O -6.477 0.574 4.395
C -6.806 1.768 3.749
O -5.067 -1.537 4.973
C -4.470 -1.404 6.268
H -4.438 -1.108 0.792
H -5.230 -2.580 1.336
H -3.780 -1.990 2.187
H -7.227 2.348 4.571
H -7.655 1.565 3.096
H -5.904 2.260 3.386
H -5.237 -1.651 7.002
H -3.974 -0.452 6.457
H -3.675 -2.150 6.238
C 5.853 -3.204 -5.659
O 5.645 -1.807 -5.529
P 4.312 -1.037 -6.116
O 4.375 0.456 -6.174
O 3.978 -1.686 -7.542
C 2.684 -1.585 -8.164
O 3.154 -1.668 -5.281
C 2.672 -1.026 -4.079
H 5.989 -3.460 -6.710
H 4.958 -3.728 -5.324
H 6.579 -3.729 -5.038
H 2.238 -2.576 -8.251
H 2.917 -1.353 -9.203
H 1.982 -0.842 -7.786
H 2.248 -0.036 -4.250
H 3.424 -1.040 -3.290
H 1.838 -1.553 -3.616
C -5.141 1.322 -2.463
O -5.618 2.054 -1.305
P -4.752 3.336 -0.661
O -5.526 4.168 0.277
O -3.427 2.720 -0.017
C -3.392 2.178 1.275
O -4.105 4.019 -2.034
C -3.150 5.047 -1.828
H -5.114 0.305 -2.072
H -4.119 1.613 -2.704
H -5.852 1.366 -3.288
H -2.369 1.833 1.427
H -4.060 1.319 1.330
H -3.538 2.963 2.017
H -3.316 5.831 -2.566
H -2.147 4.664 -2.018
H -3.248 5.604 -0.896
*
```

Values from the calculation:
**Gap between HOMO and LUMO**: 10.052 eV
**SMILES**: O=C1OC[C@@H](F)O1.O=C1OC[C@@H](F)O1.O=C1OC[C@@H](F)O1.O=C1OC[C@@H](F)O1.COP(=O)(OC)OC.COP(=O)(OC)OC.COP(=O)(OC)OC.COP(=O)(OC)OC.COP(=O)(OC)OC.COP(=O)(OC)OC.COP(=O)(OC)OC
**Energy relative to the best compared isomer or geometry (same formula, charge and spin)**: 434.90 kJ/mol
**Energy**: -193241.321 eV


[7]
The molecule C7H6Cl3P in a non-equilibrium geometry, computed with the ωB97M-V functional and the def2-TZVPD basis.

```
! wB97M-V def2-TZVPD RIJCOSX def2/J DEFGRID3
* xyz 0 1
P 1.383 0.936 -1.899
C 0.656 -0.005 -0.513
C 1.178 -1.181 -0.035
C 0.583 -1.876 1.018
C -0.559 -1.403 1.617
C -1.138 -0.203 1.202
C -0.589 0.531 0.184
C -1.107 1.841 -0.283
Cl -2.608 2.342 0.509
Cl 0.119 3.109 0.023
Cl -1.410 1.786 -2.038
H 0.857 0.098 -2.885
H 2.582 0.209 -1.884
H 2.073 -1.582 -0.492
H 1.029 -2.799 1.359
H -1.017 -1.955 2.422
H -2.032 0.152 1.693
*
```

Values from the calculation:
**Gap between HOMO and LUMO**: 9.303 eV
**SMILES**: Pc1ccccc1C(Cl)(Cl)Cl
**Energy relative to the best compared isomer or geometry (same formula, charge and spin)**: 0.00 kJ/mol
**Energy**: -54211.416 eV


[8]
A 2-piece molecular cluster, C4H12NOS overall in a non-equilibrium geometry, computed with the ωB97M-V functional and the def2-TZVPD basis.

```
! wB97M-V def2-TZVPD RIJCOSX def2/J DEFGRID3
* xyz -1 1
C 1.757 0.526 -0.102
C 1.471 0.758 1.398
S 0.293 2.081 1.701
C 0.708 -0.325 -0.755
N -0.393 0.475 -1.429
C -1.754 0.308 -0.923
H 1.870 1.500 -0.592
H 2.810 0.153 -0.145
H 2.398 0.953 1.973
H 1.236 -0.198 1.900
H 1.128 -0.812 -1.641
H 0.197 -0.970 -0.027
H -0.210 1.456 -1.243
H -2.242 -0.491 -1.541
H -2.239 1.285 -0.861
H -2.007 -0.083 0.069
H -2.061 -1.603 0.512
H -1.040 -2.587 0.684
O -1.922 -2.426 1.021
*
```

Values from the calculation:
**Gap between HOMO and LUMO**: 6.217 eV
**Energy relative to the best compared isomer or geometry (same formula, charge and spin)**: 153.94 kJ/mol
**Energy**: -18715.159 eV


[9]
A 2-piece molecular cluster, C10H19NO3 overall in a non-equilibrium geometry, computed with the ωB97M-V functional and the def2-TZVPD basis.

```
! wB97M-V def2-TZVPD RIJCOSX def2/J DEFGRID3
* xyz 0 1
C -4.308 2.648 -2.276
C -3.165 2.192 -1.779
C -1.776 1.607 -1.157
C -0.847 2.841 -0.680
C 0.446 2.429 0.203
N 0.359 1.083 0.874
C 0.888 -0.072 0.047
C 0.152 -1.416 0.565
C 2.492 -0.255 0.100
C 2.944 -0.689 -1.422
H -5.362 2.765 -2.748
H -2.030 0.838 -0.341
H -1.227 1.051 -2.010
H -0.429 3.382 -1.629
H -1.494 3.642 -0.133
H 0.509 3.215 1.066
H 1.457 2.539 -0.371
H 0.984 1.137 1.717
H -0.597 0.901 1.267
H 0.595 0.125 -1.056
H -0.583 -1.253 1.446
H 0.931 -2.222 0.879
H -0.443 -1.835 -0.349
H 3.083 0.698 0.369
H 2.827 -1.117 0.801
H 2.553 0.147 -2.139
H 4.085 -0.824 -1.513
H 2.433 -1.694 -1.680
C -0.509 -4.290 2.323
O -0.829 -3.320 3.062
O -1.564 -5.109 2.116
O 0.575 -4.592 1.782
H -2.149 -4.552 2.667
*
```

Values from the calculation:
**Gap between HOMO and LUMO**: 6.156 eV
**Energy relative to the best compared isomer or geometry (same formula, charge and spin)**: 668.70 kJ/mol
**Energy**: -18303.961 eV